Entry 1:
21
Properties=species:S:1:pos:R:3:forces:R:3 method="wB97M-V/def2-TZVPD" total_charge=0 spin_multiplicity=3 e_tot_ev=-11192.96397 s_squared=2.0263 gap_ev="5.42 / 7.48"
B 1.554 -0.028 0.061 -1.767 0.486 0.122
C -3.013 -1.079 -0.177 2.540 -1.774 1.242
C -1.615 -1.117 -0.041 -2.862 -3.748 -1.285
C -3.365 0.265 -0.092 -0.962 -0.732 -0.083
C -1.218 0.203 0.058 7.329 3.881 -0.371
C 0.231 2.167 0.134 -2.653 3.150 -0.067
C 0.166 0.839 0.005 -3.661 -4.271 0.955
C 2.368 -0.189 1.410 2.056 -0.076 -2.070
C 1.890 -0.737 -1.282 0.818 -0.780 0.274
O -2.270 1.053 0.025 -0.889 1.385 0.116
H -3.577 -2.007 -0.046 -0.336 0.727 -0.662
H -1.028 -2.027 -0.271 -0.241 0.939 0.644
H -4.328 0.673 -0.223 -0.593 0.812 0.024
H -0.581 2.974 0.165 0.758 -1.856 -0.025
H 1.139 2.614 0.042 2.734 1.253 0.007
H 2.839 0.822 1.601 -0.527 -0.962 0.160
H 3.220 -0.896 1.131 -0.821 0.885 0.737
H 1.871 -0.585 2.272 -0.470 0.160 0.485
H 1.113 -1.536 -1.250 0.286 0.201 -0.240
H 2.879 -1.243 -1.329 -0.576 0.266 0.002
H 1.726 -0.166 -2.193 -0.164 0.056 0.035



Entry 2:
22
Properties=species:S:1:pos:R:3:forces:R:3 method="wB97M-V/def2-TZVPD" total_charge=0 spin_multiplicity=1 e_tot_ev=-150044.72164 e_above_lowest_kcal_mol=106.7 gap_ev=3.45
C 2.643 0.736 -0.128 -0.259 -0.772 0.137
C 2.009 -0.589 0.508 0.582 -0.560 -0.368
C 0.713 -1.084 -0.255 0.414 1.531 -0.227
Br 0.368 -3.073 0.001 -3.804 1.450 4.860
C -0.539 -0.230 -0.005 -0.269 0.525 0.528
C -0.514 1.082 0.647 -2.777 -0.169 -0.431
C -1.766 1.860 0.811 0.629 -3.187 -1.659
C -3.020 1.237 0.283 2.234 -0.478 0.268
C -2.975 -0.079 -0.313 0.835 2.021 0.939
N -1.758 -0.771 -0.442 -0.786 2.378 1.015
H 3.757 0.592 -0.201 -1.168 0.282 -0.008
H 2.210 0.833 -1.160 0.632 0.219 0.906
H 2.446 1.662 0.471 0.128 -0.786 -0.603
H 1.882 -0.536 1.623 -0.141 0.061 -1.044
H 2.781 -1.398 0.327 -1.053 0.751 0.175
H 0.956 -0.977 -1.355 -0.424 -0.513 1.053
H 0.418 1.544 1.038 -0.761 -0.838 -0.537
H -1.702 2.867 1.281 -0.372 -1.015 -0.479
H -3.959 1.830 0.376 0.763 -0.935 -0.222
H -3.914 -0.556 -0.676 1.169 0.259 0.268
H -1.821 -1.692 -0.884 0.715 0.194 0.395
Br 1.787 -3.259 -1.946 3.713 -0.419 -4.963



Entry 3:
25
Properties=species:S:1:pos:R:3:forces:R:3 method="wB97M-V/def2-TZVPD" total_charge=+1 spin_multiplicity=1 e_tot_ev=-229674.64825 e_above_lowest_kcal_mol=0.0 gap_ev=8.11
C -1.055 1.175 -1.911 0.067 -0.300 -0.379
C 0.214 0.414 -2.375 -0.094 1.010 0.104
I -0.069 -1.702 -2.549 0.111 0.091 -0.016
C 1.447 0.810 -1.534 -0.045 0.138 0.045
C 1.629 0.030 -0.262 -1.198 0.148 -0.096
C 0.531 -0.389 0.537 2.790 -0.597 0.226
C 0.951 -1.075 1.666 -0.409 -0.055 -0.094
C 2.309 -1.313 1.977 -0.675 0.179 -0.280
N 3.271 -0.903 1.199 0.156 -0.111 0.530
N 2.861 -0.245 0.142 0.123 0.482 -1.023
H -1.945 0.582 -2.118 -0.038 0.104 0.290
H -1.162 2.093 -2.497 0.150 -0.039 0.080
H -1.001 1.479 -0.864 -0.215 -0.184 -0.012
H 0.419 0.774 -3.382 0.070 -0.421 -0.037
H 1.289 1.855 -1.228 0.049 -0.063 -0.055
H 2.354 0.823 -2.145 -0.006 -0.293 0.138
H -0.484 -0.191 0.255 0.006 -0.119 -0.005
H 0.233 -1.472 2.367 0.108 -0.163 -0.048
H 2.556 -1.843 2.887 0.277 0.001 -0.163
H 3.607 0.097 -0.458 0.139 -0.195 0.159
C -3.654 -0.234 2.168 -0.224 0.074 -0.013
Br -1.732 -0.263 2.418 -1.367 0.344 0.610
Br -4.280 1.539 1.780 0.082 -0.080 -0.003
Br -4.186 -1.499 0.824 0.078 0.057 0.026
H -4.103 -0.541 3.103 0.066 -0.007 0.014



Entry 4:
24
Properties=species:S:1:pos:R:3:forces:R:3 method="wB97M-V/def2-TZVPD" total_charge=+2 spin_multiplicity=5 e_tot_ev=-222905.92033 s_squared=6.0121 gap_ev="8.69 / 5.28"
Ir -1.141 -1.289 0.915 1.640 0.138 -0.414
C 2.461 1.535 -2.753 0.123 1.203 -0.037
C 1.500 0.512 -2.248 0.713 1.138 0.467
C 1.201 -0.524 -3.121 -0.522 -1.607 0.312
C 0.355 -1.542 -2.725 -1.294 0.088 1.979
C -0.218 -1.491 -1.413 1.553 0.020 -2.700
Br -1.509 -3.029 -0.951 1.136 0.898 -0.889
N 0.092 -0.513 -0.559 0.490 0.397 -1.302
C 0.919 0.553 -0.998 -1.493 -1.337 1.382
H 2.593 1.279 -3.825 0.775 0.838 0.888
H 3.325 1.852 -2.133 0.547 -1.987 -0.378
H 2.181 2.580 -2.604 -1.623 0.086 -0.865
H 1.657 -0.643 -4.100 0.005 0.409 0.120
H 0.071 -2.367 -3.334 0.036 -0.396 -0.604
H 0.980 1.389 -0.274 0.287 -0.750 -0.581
Br -2.121 1.038 5.162 0.430 0.546 -0.365
C -0.809 2.028 4.158 -0.213 0.067 0.437
Br -0.438 1.213 2.421 0.350 -0.040 -0.482
H 0.131 2.092 4.676 0.305 -0.565 0.223
H -1.058 3.049 3.899 -0.775 -0.048 0.014
C -2.371 -2.033 2.372 -0.923 -1.142 1.037
H -3.150 -2.761 1.978 0.962 1.116 -0.218
H -2.203 -0.887 1.990 -3.018 0.573 2.303
H -2.448 -2.040 3.465 0.508 0.352 -0.327



Entry 5:
25
Properties=species:S:1:pos:R:3:forces:R:3 method="wB97M-V/def2-TZVPD" total_charge=0 spin_multiplicity=1 e_tot_ev=-98665.15289 e_above_lowest_kcal_mol=32.2 gap_ev="8.40 / 8.40"
C 1.033 0.069 -1.405 -0.357 1.374 2.157
C -0.161 0.685 -1.262 0.732 -1.385 -1.999
C 0.608 -0.438 1.515 3.343 0.179 -0.454
C -0.812 1.015 0.042 -1.200 -0.525 -0.950
C 1.986 -0.113 -0.306 -1.465 0.694 4.147
C -0.754 -0.222 0.998 -1.379 -0.506 0.721
C -0.971 0.914 -2.570 3.153 -0.131 3.246
C -1.806 -0.063 2.164 4.143 -2.793 -0.244
N 2.500 -1.457 -0.139 -0.177 1.054 -0.414
O 3.547 -1.692 0.398 0.519 -0.214 0.257
O 1.692 -2.254 -0.543 -0.446 -2.060 -0.626
O -1.227 -1.393 0.341 -0.820 0.517 0.843
Cl -0.109 2.549 0.721 -0.756 -0.660 -0.062
Br 3.257 1.237 0.293 -0.686 -0.522 -0.715
H 1.421 -0.313 -2.294 0.071 -0.370 -1.831
H 0.991 -1.502 1.818 -1.064 2.160 -0.664
H 0.982 0.423 2.138 -0.225 -1.155 -0.603
H -1.915 1.106 -0.253 1.386 0.535 0.945
H -1.371 1.830 -2.404 -1.471 2.991 -0.336
H -1.666 0.241 -2.829 -3.025 -2.703 -0.082
H -0.318 0.859 -3.362 1.677 0.566 -1.831
H -1.519 0.648 2.820 1.548 2.513 2.220
H -1.849 -0.970 2.772 -0.302 -0.138 -0.548
H -2.678 0.299 1.868 -4.087 0.775 -1.948
H -0.861 -1.457 -0.521 0.888 -0.198 -1.227



Entry 6:
24
Properties=species:S:1:pos:R:3:forces:R:3 method="wB97M-V/def2-TZVPD" smiles="C=CO[P@@](=O)(/C(Cl)=C/C)[C@@H](Cl)C=C" total_charge=0 spin_multiplicity=1 e_tot_ev=-46900.42302 e_above_lowest_kcal_mol=48.0 gap_ev=9.19
C 3.770 -1.829 0.385 2.062 -1.170 0.077
C 2.653 -2.425 0.741 -0.201 -2.897 1.875
O 1.455 -1.779 0.804 -0.952 0.419 0.140
P 0.967 -0.682 -0.234 0.411 2.661 0.540
O 1.452 -0.899 -1.608 -0.720 0.211 0.168
C -0.801 -0.597 0.223 0.436 0.159 -3.058
Cl -1.230 -0.851 1.822 -0.482 -0.139 1.159
C -1.629 -0.288 -0.798 0.773 -1.350 0.118
C -3.082 -0.181 -0.786 -0.633 2.745 0.790
C 1.568 1.349 0.604 -1.458 -4.506 -0.915
Cl 3.157 1.637 0.068 1.099 0.405 0.205
C 0.572 2.202 0.063 1.894 1.865 -2.543
C -0.466 2.659 0.667 -3.110 -0.205 3.349
H 4.832 -2.352 0.455 -2.657 1.284 -0.314
H 3.623 -0.810 0.023 0.791 -0.283 0.030
H 2.413 -3.481 1.213 1.328 2.107 -1.227
H -1.219 -0.129 -1.770 0.911 0.025 -0.441
H -3.729 -0.554 -1.599 0.893 -0.045 0.260
H -3.380 -0.528 0.180 -0.942 -0.221 0.484
H -3.176 0.978 -0.766 -0.542 -1.628 -0.058
H 1.331 0.961 1.583 0.850 0.619 0.757
H 0.817 2.687 -0.905 -0.202 -0.831 0.298
H -1.224 3.243 0.165 0.140 0.255 0.058
H -0.707 2.338 1.748 0.308 0.520 -1.750



Entry 7:
26
Properties=species:S:1:pos:R:3:forces:R:3 method="wB97M-V/def2-TZVPD" smiles=c1ccncc1.ClCCl.ClCCl.ClCCl total_charge=0 spin_multiplicity=1 e_tot_ev=-85097.91288 e_above_lowest_kcal_mol=24.0 gap_ev=10.17
C 0.085 -1.561 -0.168 -0.906 -0.834 -0.352
C 1.018 -0.744 0.448 0.514 -0.377 -1.673
C 0.609 0.356 1.129 -1.532 -0.685 0.389
N -0.728 0.540 1.403 1.239 0.190 -0.108
C -1.620 -0.319 0.922 0.973 -0.927 -0.902
C -1.265 -1.411 0.030 0.178 1.524 2.077
H 0.332 -2.382 -0.825 0.664 -0.063 0.059
H 2.047 -0.920 0.171 0.269 0.155 0.409
H 1.411 0.984 1.486 -0.610 0.708 0.444
H -2.624 -0.129 1.272 -0.262 -0.160 -0.236
H -1.906 -2.208 -0.320 -0.529 0.475 -0.108
Cl -0.062 -11.345 0.153 -0.073 0.953 0.633
C -0.585 -9.722 0.796 -0.152 -0.523 -0.516
Cl -1.806 -9.053 -0.304 0.057 0.128 0.164
H -1.049 -9.842 1.775 0.209 -0.172 -0.227
H 0.255 -9.027 0.825 -0.041 -0.383 -0.054
Cl 5.908 4.268 -0.513 0.314 0.193 -0.558
C 5.080 4.441 -2.073 -0.317 -0.361 -0.342
Cl 3.475 5.137 -1.782 -0.027 -0.191 -0.278
H 5.549 5.047 -2.848 0.462 0.373 0.775
H 5.021 3.453 -2.530 -0.436 -0.018 0.404
Cl -4.978 7.996 0.790 -0.012 0.059 -0.183
C -3.755 6.859 0.242 0.705 -0.869 1.118
Cl -3.786 6.469 -1.469 0.003 0.223 0.005
H -2.770 7.179 0.582 -0.077 0.615 -0.653
H -3.854 5.934 0.809 -0.615 -0.034 -0.287



Entry 8:
21
Properties=species:S:1:pos:R:3:forces:R:3 method="wB97M-V/def2-TZVPD" total_charge=+1 spin_multiplicity=3 e_tot_ev=-22473.03796 s_squared=2.0287 e_above_lowest_kcal_mol=0.0 gap_ev="5.34 / 6.54"
C -2.417 -1.639 -0.821 -1.109 -7.255 4.150
C -2.014 -0.479 -1.282 3.761 8.040 -1.981
C -1.795 -2.352 0.250 -1.999 1.255 -2.748
C -0.895 0.358 -0.855 -1.610 0.677 0.114
C -0.828 -1.941 1.090 1.532 2.506 -0.233
C 1.185 2.306 0.213 2.071 -0.269 -0.886
C 2.178 0.093 0.179 0.973 -1.855 2.273
C 1.013 0.895 0.676 -1.355 -0.789 1.627
N -0.191 0.184 0.209 -0.459 -2.352 0.464
Cl 0.376 -2.138 2.090 0.242 -0.528 0.509
H -3.360 -2.034 -1.214 0.568 -0.252 0.230
H -2.592 0.088 -2.002 -0.198 -0.499 -0.160
H -2.197 -3.296 0.546 -0.577 -0.666 0.273
H -0.843 1.365 -1.298 0.148 -0.518 -0.427
H 2.155 2.653 0.562 0.356 -0.276 0.244
H 0.592 3.079 0.546 -2.148 1.196 0.750
H 1.325 2.378 -0.866 -0.415 -0.168 -0.146
H 2.053 -1.027 0.408 0.443 1.765 -0.464
H 3.133 0.481 0.615 -0.809 -0.474 -0.299
H 2.187 0.252 -0.843 0.410 -0.088 -2.290
H 0.936 0.776 1.798 0.174 0.549 -1.001



Entry 9:
23
Properties=species:S:1:pos:R:3:forces:R:3 method="wB97M-V/def2-TZVPD" total_charge=-1 spin_multiplicity=1 e_tot_ev=-34255.98337 e_above_lowest_kcal_mol=39.6 gap_ev="3.67 / 3.67"
C -1.371 1.841 0.167 -1.931 -0.385 -0.367
C -0.780 2.982 -0.282 0.511 1.873 -0.541
C 0.622 3.212 -0.282 0.611 1.767 0.167
C 1.659 2.450 0.309 0.421 2.019 -0.229
C 1.532 1.183 0.748 1.066 -1.866 0.281
Hg 0.066 0.483 -0.522 -0.366 -1.664 0.281
P -1.920 -1.182 -0.932 0.045 -0.386 -0.126
H -2.467 1.741 0.143 0.032 0.579 -0.177
H -1.334 3.862 -0.707 0.109 -0.509 0.518
H 0.961 4.181 -0.687 -0.305 -0.320 0.223
H 2.330 0.608 1.239 0.271 0.526 -0.336
H 2.608 3.000 0.407 -0.068 0.064 0.166
H -1.711 -2.128 -1.978 -0.593 -0.157 0.215
H -3.167 -0.620 -1.336 0.277 -0.348 0.086
H -2.370 -2.036 0.128 -0.248 -0.118 -0.485
S 3.127 -3.444 0.438 -1.507 -0.038 0.517
C 1.577 -4.025 1.054 -0.195 0.656 -0.130
C 0.610 -3.042 0.964 1.774 -0.347 -0.684
N 1.088 -1.879 0.381 1.235 -0.562 0.207
C 2.379 -1.910 0.086 -1.611 -0.540 0.528
H 1.428 -5.026 1.442 0.273 0.094 -0.071
H -0.449 -3.136 1.268 0.873 0.156 -0.247
H 2.958 -1.062 -0.320 -0.673 -0.494 0.203



Entry 10:
22
Properties=species:S:1:pos:R:3:forces:R:3 method="wB97M-V/def2-TZVPD" total_charge=0 spin_multiplicity=1 e_tot_ev=-27350.35894 e_above_lowest_kcal_mol=64.8 gap_ev="4.18 / 2.48"
C -1.131 1.475 -2.552 0.076 5.526 1.422
C -0.792 0.199 -2.447 0.757 -1.886 -3.053
C -1.412 2.229 -1.339 0.082 -4.627 -0.018
C -0.673 -0.413 -1.259 -0.164 -4.184 0.003
C -1.500 1.495 -0.124 0.569 -0.156 -2.952
C -1.122 0.131 -0.096 0.277 1.286 1.520
C 1.599 -0.746 1.122 -0.375 1.104 -3.605
C 0.690 -1.766 3.160 -0.992 -1.797 -1.808
N 0.439 -1.140 1.835 -3.600 1.255 0.425
P -1.123 -0.611 1.538 1.227 -0.244 -0.252
I 2.639 1.479 -3.806 -0.295 -0.080 0.213
H -0.960 2.073 -3.476 -0.608 -0.817 0.557
H -0.605 -0.328 -3.407 0.223 0.161 0.992
H -1.715 3.209 -1.368 -0.372 2.261 -0.090
H -0.441 -1.507 -1.336 0.109 1.043 0.486
H -1.804 1.946 0.752 -0.693 1.134 1.720
H 2.196 -1.629 1.016 0.698 -0.274 -0.628
H 1.347 -0.178 0.091 0.509 -1.967 2.169
H 2.148 0.021 1.596 0.681 0.677 1.266
H -0.249 -1.847 3.795 1.445 0.997 -0.449
H 0.865 -2.846 2.902 0.490 0.855 0.536
H 1.605 -1.245 3.402 -0.043 -0.267 1.545



Entry 11:
20
Properties=species:S:1:pos:R:3:forces:R:3 method="wB97M-V/def2-TZVPD" total_charge=0 spin_multiplicity=1 e_tot_ev=-9957.18268 e_above_lowest_kcal_mol=137.0 gap_ev=9.09
C 0.704 -0.406 0.361 1.177 -3.177 -1.635
C 0.866 0.938 0.717 0.122 5.256 6.188
C -0.551 1.529 0.773 -3.373 1.905 -1.852
C -1.067 0.708 -0.508 -2.045 -0.808 -1.502
C -0.017 0.898 -1.607 3.055 -2.527 0.422
C 1.240 0.718 -0.578 0.053 -1.381 -5.989
C -0.621 -0.666 -0.184 -3.304 -0.954 2.366
C -1.275 -1.821 0.020 -0.065 -1.240 -1.052
H 0.743 -2.536 0.595 3.673 3.963 1.659
H 1.401 -1.308 2.157 0.015 -1.028 -4.821
H 1.770 1.164 1.398 -2.011 -0.138 -0.566
H -0.968 2.667 0.401 2.174 -2.578 1.608
H -1.179 1.223 1.667 0.943 0.412 -0.947
H -2.183 0.734 -0.889 2.199 0.401 1.112
H -0.016 1.861 -2.095 0.041 -0.027 -0.638
H 0.197 -0.193 -2.286 -1.310 3.756 1.298
H 2.257 0.696 -0.947 -0.101 0.045 0.165
H -0.405 -2.483 0.422 -3.124 -0.259 -0.541
H -2.370 -2.270 -0.318 3.309 1.555 1.001
N 1.474 -1.452 0.900 -1.430 -3.177 3.724



Entry 12:
21
Properties=species:S:1:pos:R:3:forces:R:3 method="wB97M-V/def2-TZVPD" total_charge=+1 spin_multiplicity=1 e_tot_ev=-11443.24564 e_above_lowest_kcal_mol=105.7 gap_ev="7.00 / 7.00"
C 0.927 -2.017 -1.175 1.978 -2.570 -0.040
C 0.921 -1.540 2.246 0.702 -1.673 1.696
C 0.745 -2.129 0.160 -3.301 4.879 -2.342
C -0.444 0.355 2.845 -0.084 2.578 -4.769
C 0.594 -0.731 -1.757 -0.668 0.451 -2.225
C -0.335 -0.605 0.542 1.787 -2.168 -2.058
C 0.333 0.250 -0.592 0.491 0.838 -0.174
C -0.545 1.422 -1.072 -1.761 -2.671 0.995
N 1.268 -2.370 1.322 0.814 -0.247 3.285
N 0.032 -0.468 1.956 -0.858 0.279 -0.454
H 1.513 -2.680 -1.904 -0.886 0.412 1.685
H 1.150 -1.609 3.333 0.368 -0.240 -1.120
H -0.883 1.364 2.468 0.085 -2.326 0.431
H -0.133 0.430 3.811 0.837 -0.855 2.797
H 1.539 -0.477 -2.354 -1.265 0.106 0.744
H -0.221 -0.821 -2.600 1.158 0.338 1.681
H -1.393 -0.934 0.443 0.683 0.780 0.020
H 1.405 0.576 -0.307 -1.804 -0.340 0.140
H -0.271 1.927 -1.947 0.954 0.846 -1.014
H -0.785 2.045 -0.253 0.050 1.222 0.671
H -1.537 0.950 -1.318 0.720 0.362 0.051